*w*
Molecular formula: C5H6
Method: DFT, wB97M-V/def2-TZVPD

Kohn-Sham gap   10.92 eV
Molecular weight   66.10 g mol⁻¹

CARTESIAN COORDINATES (ANGSTROEM)
C -2.75 -0.40 -0.13
C -1.65 0.04 -0.06
C -0.31 0.54 0.22
C 0.89 -0.47 0.24
C 2.08 -0.19 -0.29
H -3.78 -0.71 -0.47
H -0.09 1.44 -0.46
H -0.24 1.17 1.15
H 0.81 -1.36 0.86
H 3.07 -0.74 -0.15
H 1.99 0.69 -0.90

natural (NBO) population analysis, charges in e, atoms 1 to 4: number 1, C, carries -0.247; number 2, C, carries -0.012; number 3, C, carries -0.529; number 4, C, carries -0.160

*x*
Molecular formula: C5H6
Method: DFT, wB97M-V/def2-TZVPD

Kohn-Sham gap   10.13 eV
Molecular weight   66.10 g mol⁻¹

CARTESIAN COORDINATES (ANGSTROEM)
C 1.71 0.64 -0.62
C 1.41 -0.58 -0.20
C 0.17 0.11 0.03
C -0.86 0.08 1.05
C -1.19 0.05 -0.44
H 2.38 1.39 -1.00
H 1.65 -1.56 -0.04
H -1.35 0.88 1.63
H -0.79 -1.04 1.41
H -1.62 -0.87 -0.87
H -1.51 0.91 -0.96

natural (NBO) population analysis, charges in e, atoms 1 to 4: number 1, C, carries -0.168; number 2, C, carries -0.202; number 3, C, carries -0.043; number 4, C, carries -0.431

Most stable structure: *w*

*w*
Molecular formula: C7H11N2O2
Method: DFT, wB97M-V/def2-TZVPD

Kohn-Sham gap   7.92 eV
Molecular weight   155.18 g mol⁻¹
Total charge   -1

CARTESIAN COORDINATES (ANGSTROEM)
C 0.94 -0.95 2.07
C 1.94 0.17 2.35
O 3.09 -0.02 1.84
O 1.58 1.17 3.00
H -0.12 -0.78 1.84
H 0.88 -1.51 3.02
H 1.32 -1.56 1.26
C -1.94 -0.05 -1.21
C -2.65 1.29 -1.07
C -0.45 -0.02 -1.29
C 0.42 0.67 -0.48
C 1.44 -1.01 -1.46
N 0.18 -1.10 -1.89
N 1.61 0.02 -0.64
H -2.17 -0.76 -0.40
H -2.36 -0.66 -2.03
H -2.29 1.89 -0.24
H 0.14 1.50 0.15
H 2.27 -1.57 -1.83
H 2.44 0.32 -0.14
H -3.71 1.15 -0.83
H -2.55 1.80 -2.02

natural (NBO) population analysis, charges in e, atoms 1 to 4: number 1, C, carries -0.745; number 2, C, carries 0.750; number 3, O, carries -0.833; number 4, O, carries -0.765

*x*
Molecular formula: C7H11N2O2
Method: DFT, wB97M-V/def2-TZVPD

Kohn-Sham gap   7.26 eV
Molecular weight   155.18 g mol⁻¹
Total charge   -1

CARTESIAN COORDINATES (ANGSTROEM)
C -3.36 -2.03 -1.60
C -1.00 -1.20 -1.26
C -2.22 -1.60 -0.74
C -0.98 -1.18 0.94
N -0.24 -0.95 -0.15
N -2.27 -1.76 0.59
H -0.63 -1.13 -2.23
H 1.43 -0.42 -0.09
H -3.64 -1.41 -2.48
H -4.24 -2.03 -1.08
H -0.50 -1.38 1.98
H -3.10 -3.02 -1.79
C 2.47 2.24 0.53
C 1.11 2.22 1.12
C 3.02 0.89 0.55
O 3.98 0.54 1.27
O 2.50 -0.15 -0.10
H 2.49 2.75 -0.61
H 3.16 3.12 0.89
H 0.06 2.21 0.62
H 1.08 2.94 1.89
H 0.87 1.34 1.76

natural (NBO) population analysis, charges in e, atoms 1 to 4: number 1, C, carries -0.632; number 2, C, carries -0.209; number 3, C, carries 0.084; number 4, C, carries 0.057

Most stable structure: *w*

*w*
Molecular formula: C3H10N2O
Method: DFT, wB97M-V/def2-TZVPD

Kohn-Sham gap   8.67 eV
Molecular weight   90.13 g mol⁻¹

CARTESIAN COORDINATES (ANGSTROEM)
C 2.12 0.42 1.46
C 1.72 -0.84 1.67
N 0.70 -1.50 1.02
H 1.65 1.07 0.74
H 2.94 0.82 2.02
H 2.27 -1.45 2.37
H -0.05 -0.93 0.64
H 0.38 -2.33 1.49
N -1.54 0.67 -2.49
C -0.88 0.89 -1.25
O -1.52 0.25 -0.12
H -1.64 -0.32 -2.70
H -2.47 1.08 -2.49
H 0.12 0.47 -1.29
H -0.82 1.96 -1.07
H -2.06 0.90 0.34

natural (NBO) population analysis, charges in e, atoms 1 to 4: number 1, C, carries -0.546; number 2, C, carries 0.022; number 3, N, carries -0.830; number 4, H, carries 0.183

*x*
Molecular formula: C3H10N2O
Method: DFT, wB97M-V/def2-TZVPD

Kohn-Sham gap   9.02 eV
Molecular weight   90.13 g mol⁻¹

CARTESIAN COORDINATES (ANGSTROEM)
C -1.05 -1.74 0.56
C -0.29 -0.69 -0.25
O 0.77 -1.26 -0.99
C 0.24 0.44 0.65
N 1.04 1.42 -0.06
N 0.18 2.24 -0.92
H -1.38 -2.55 -0.09
H -0.41 -2.16 1.33
H -1.92 -1.30 1.03
H -0.94 -0.25 -1.02
H 1.35 -1.73 -0.37
H 0.90 0.01 1.41
H -0.58 0.95 1.15
H 1.64 0.91 -0.71
H 0.81 2.87 -1.43
H -0.36 2.83 -0.29

natural (NBO) population analysis, charges in e, atoms 1 to 4: number 1, C, carries -0.634; number 2, C, carries 0.070; number 3, O, carries -0.719; number 4, C, carries -0.252

*y*
Molecular formula: C3H10N2O
Method: DFT, wB97M-V/def2-TZVPD

Kohn-Sham gap   10.06 eV
Molecular weight   90.13 g mol⁻¹

CARTESIAN COORDINATES (ANGSTROEM)
N 2.39 0.03 -0.14
C 1.07 -0.58 -0.33
C -0.20 -0.23 0.34
N -1.08 -1.19 -0.40
C -0.71 1.16 0.39
O -2.10 1.30 0.81
H 3.12 -0.49 -0.61
H 2.57 -0.05 0.81
H 0.76 -0.38 -1.37
H 1.23 -1.61 -0.07
H -0.02 -0.56 1.33
H -1.43 -0.90 -1.33
H -2.00 -1.26 0.07
H -0.75 1.46 -0.69
H -0.18 1.81 1.16
H -2.68 1.48 0.04

natural (NBO) population analysis, charges in e, atoms 1 to 4: number 1, N, carries -0.834; number 2, C, carries -0.200; number 3, C, carries -0.109; number 4, N, carries -0.834

Most stable structure: *w*